A 2-piece molecular cluster, CH2O2S3 overall in a non-equilibrium geometry. Source: the OMol25 dataset; level of theory: ωB97M-V with the def2-TZVPD basis set.

Last column: natural (NBO) charge in e.
CARTESIAN COORDINATES (ANGSTROEM)
C -1.557 -0.713 -0.050  -0.320
O -1.449 1.150 1.658  -0.883
O -0.387 1.692 -0.383  -0.902
S -0.652 -1.792 0.451  0.413
S 2.393 -0.672 -0.208  -0.261
S -1.665 1.431 0.219  1.672
H 1.612 0.268 -0.538  0.149
H 1.705 -1.364 -1.150  0.132

HOMO-LUMO gap = 8.519 eV
Total charge = 0
Relative energy (zero: lowest compared OMol25 entry of this formula, charge and spin) = 253.4 kJ/mol
Total energy = -37666.5802 eV
Structure (SMILES) = O=S(=O)=C=S.S

A 2-piece molecular cluster, C22H23F3N3O5S overall in a non-equilibrium geometry. Source: the OMol25 dataset; level of theory: ωB97M-V with the def2-TZVPD basis set.

Last column: natural (NBO) charge in e.
CARTESIAN COORDINATES (ANGSTROEM)
C 2.127 3.920 5.436  -0.613
C 1.715 2.543 5.043  -0.102
C 0.398 2.118 5.240  -0.235
C -0.036 0.942 4.661  -0.197
C 0.834 0.110 3.894  -0.043
C 0.357 -1.038 3.170  -0.888
S 1.414 -2.407 2.898  2.086
C 0.509 -3.853 3.708  0.723
F 1.184 -4.967 3.345  -0.334
F 0.485 -3.784 5.058  -0.323
F -0.767 -3.935 3.265  -0.331
O 1.493 -2.722 1.486  -0.952
O 2.614 -2.334 3.701  -0.956
C 2.202 0.516 3.819  -0.180
C 2.634 1.692 4.411  -0.232
H 3.180 4.067 5.166  0.203
H 1.540 4.669 4.884  0.200
H 1.967 4.087 6.509  0.199
H -0.280 2.713 5.846  0.192
H -1.058 0.599 4.754  0.187
H -0.703 -1.240 3.058  0.229
H 2.889 -0.116 3.262  0.211
H 3.691 1.977 4.352  0.193
C -1.954 -5.421 0.763  -0.623
C -2.001 -4.207 -0.123  -0.073
O -1.553 -3.028 0.576  -0.493
C -1.406 -1.974 -0.292  0.765
C -1.060 -0.704 0.339  -0.250
C -1.265 0.475 -0.351  0.162
C -0.409 1.675 -0.095  -0.641
N -2.155 0.721 -1.345  -0.199
N -3.115 -0.105 -1.492  -0.156
C -3.864 0.041 -2.700  0.733
N -3.477 1.114 -3.469  -0.645
C -4.104 1.560 -4.632  0.249
C -3.628 2.729 -5.266  -0.274
C -4.258 3.204 -6.417  -0.203
C -5.360 2.522 -6.950  -0.248
C -5.830 1.355 -6.334  -0.194
C -5.206 0.870 -5.180  -0.280
O -4.757 -0.771 -2.910  -0.571
O -1.535 -2.154 -1.506  -0.613
H -2.295 -6.264 0.156  0.202
H -0.939 -5.654 1.095  0.223
H -2.620 -5.359 1.628  0.209
H -1.354 -4.353 -0.993  0.199
H -3.027 -4.012 -0.458  0.182
H -0.481 -0.667 1.249  0.287
H 0.202 1.508 0.796  0.245
H 0.273 1.858 -0.939  0.224
H -1.027 2.570 0.043  0.210
H -2.714 1.640 -3.039  0.429
H -2.761 3.242 -4.837  0.210
H -3.876 4.105 -6.898  0.211
H -5.853 2.896 -7.844  0.207
H -6.683 0.804 -6.738  0.212
H -5.552 -0.039 -4.686  0.264

HOMO-LUMO gap = 4.195 eV
Total charge = -1
Relative energy (zero: lowest compared OMol25 entry of this formula, charge and spin) = 7.3 kJ/mol
Total energy = -56881.5545 eV

C10H15N2O5Zr as an isolated structure in a non-equilibrium geometry. Source: the OMol25 dataset; level of theory: ωB97M-V with the def2-TZVPD basis set.

Last column: natural (NBO) charge in e.
CARTESIAN COORDINATES (ANGSTROEM)
Zr 7.346 9.398 5.502  2.342
O 8.439 11.035 5.760  -1.090
H 8.070 11.602 6.439  0.462
O 8.142 8.991 3.693  -1.147
H 8.721 8.988 2.920  0.473
O 8.483 7.799 6.341  -1.179
H 9.416 8.105 6.437  0.447
O 6.710 9.465 7.451  -1.137
H 7.387 8.985 7.917  0.463
O 5.525 10.359 5.020  -1.167
H 5.439 11.299 5.227  0.456
N 5.982 7.275 5.121  -0.452
C 6.561 6.141 4.648  0.066
C 5.876 4.967 4.461  -0.283
C 4.472 4.981 4.595  -0.176
C 3.827 6.222 4.815  -0.272
C 4.679 7.364 5.097  0.091
H 7.651 6.161 4.717  0.247
H 6.380 4.104 4.095  0.211
H 3.842 4.098 4.432  0.204
H 2.724 6.319 4.887  0.213
H 4.249 8.258 5.445  0.231
N 7.528 16.284 4.038  -0.420
C 7.167 15.202 4.735  0.046
C 6.824 15.263 6.070  -0.254
C 6.632 16.502 6.615  -0.174
C 6.981 17.671 5.933  -0.275
C 7.445 17.530 4.648  0.011
H 7.161 14.241 4.207  0.218
H 6.601 14.380 6.707  0.234
H 6.312 16.558 7.660  0.209
H 6.881 18.648 6.465  0.214
H 7.781 18.354 4.048  0.191

HOMO-LUMO gap = 7.968 eV
Total charge = -1
Relative energy (zero: lowest compared OMol25 entry of this formula, charge and spin) = 0.0 kJ/mol
Total energy = -25117.3168 eV

One molecule with the formula C5H8O3 in a non-equilibrium geometry. Source: the OMol25 dataset; level of theory: ωB97M-V with the def2-TZVPD basis set.

Last column: natural (NBO) charge in e.
CARTESIAN COORDINATES (ANGSTROEM)
C 1.518 -0.220 -0.667  -0.032
C 0.391 -0.913 0.215  -0.322
C -1.073 -1.090 0.022  0.055
C -1.376 1.223 -0.153  0.218
C -0.408 -0.388 1.158  0.064
H 2.183 1.462 0.203  0.483
H 1.129 0.395 -1.463  0.176
H 1.940 -1.055 -1.115  0.180
H 0.595 -1.869 0.478  0.209
H -1.710 -1.969 -0.034  0.226
H -0.942 2.059 -0.937  0.142
H -2.367 1.665 0.001  0.164
H -0.342 -0.804 2.317  0.221
O 2.468 0.507 0.064  -0.717
O -1.611 -0.113 -0.886  -0.542
O -0.396 1.110 0.797  -0.525

HOMO-LUMO gap = 9.929 eV
Total charge = 0
Relative energy (zero: lowest compared OMol25 entry of this formula, charge and spin) = 508.2 kJ/mol
Total energy = -11452.2517 eV
Structure (SMILES) = OC[C@H]1[C@H]2OCO[C@@H]12

One molecule with the formula C16H20ClN3O6S. Source: the OMol25 dataset; level of theory: ωB97M-V with the def2-TZVPD basis set.

Last column: natural (NBO) charge in e.
CARTESIAN COORDINATES (ANGSTROEM)
C 3.143 2.713 1.993  -0.622
C 2.700 1.649 1.006  -0.070
H 3.482 1.440 0.268  0.190
H 2.448 0.717 1.522  0.191
O 1.538 2.130 0.328  -0.528
C 1.153 1.448 -0.763  0.905
O 1.719 0.456 -1.172  -0.685
N 0.095 2.035 -1.385  -0.447
C -0.786 2.933 -0.666  -0.218
H -0.198 3.542 0.018  0.237
C -1.825 2.113 0.101  -0.422
H -2.520 2.763 0.631  0.230
C -2.606 1.209 -0.854  -0.051
N -3.529 0.375 -0.101  -0.864
S -3.155 -0.474 1.278  2.335
O -2.689 0.423 2.287  -0.937
O -4.311 -1.268 1.553  -0.926
C -1.772 -1.544 0.834  -0.382
C -0.519 -1.249 1.344  -0.236
C 0.592 -1.960 0.920  0.336
C 0.424 -3.015 0.004  0.119
C -0.836 -3.321 -0.487  -0.256
C -1.932 -2.570 -0.082  -0.021
Cl -3.480 -2.890 -0.750  0.041
H -0.966 -4.130 -1.188  0.234
N 1.540 -3.754 -0.357  -0.601
C 2.817 -3.362 -0.082  0.660
O 3.777 -4.036 -0.362  -0.569
C 2.900 -1.980 0.544  -0.188
H 3.810 -1.896 1.139  0.225
O 1.820 -1.660 1.410  -0.492
H 2.930 -1.249 -0.280  0.242
H 1.411 -4.614 -0.875  0.419
H -0.423 -0.457 2.068  0.261
H -4.145 -0.178 -0.677  0.413
C -1.658 0.386 -1.744  -0.430
H -2.231 -0.146 -2.506  0.213
H -1.133 -0.349 -1.136  0.216
C -0.601 1.276 -2.401  -0.218
H 0.129 0.664 -2.933  0.241
H -1.059 1.983 -3.098  0.194
H -3.225 1.844 -1.504  0.200
H -1.315 1.504 0.844  0.221
H -1.269 3.584 -1.400  0.194
H 4.019 2.364 2.533  0.218
H 3.389 3.633 1.472  0.213
H 2.346 2.917 2.703  0.214

HOMO-LUMO gap = 9.231 eV
Total charge = 0
Relative energy (zero: lowest compared OMol25 entry of this formula, charge and spin) = 0.0 kJ/mol
Total energy = -57030.6057 eV
Structure (SMILES) = CCOC(=O)N1CCC(NS(=O)(=O)c2cc3c(cc2Cl)NC(=O)CO3)CC1

One molecule with the formula C8H15N3O5 in a non-equilibrium geometry. Source: the OMol25 dataset; level of theory: ωB97M-V with the def2-TZVPD basis set.

Last column: natural (NBO) charge in e.
CARTESIAN COORDINATES (ANGSTROEM)
C 2.672 -0.094 0.625  -0.156
C 1.655 0.757 -0.211  0.666
C 3.594 -1.002 -0.318  -0.082
C -0.846 1.560 -0.210  -0.147
C -0.934 3.093 -0.077  0.782
C -2.009 0.795 0.349  -0.417
C -1.991 -0.597 -0.284  -0.497
C -3.279 -1.492 0.028  0.685
H 1.459 -1.584 1.258  0.369
H 2.646 -1.301 2.215  0.369
H 3.340 0.701 1.017  0.210
H 4.586 -1.187 0.022  0.180
H 3.701 -0.434 -1.257  0.200
H 2.495 -2.284 -1.379  0.479
H 0.289 0.672 1.314  0.424
H -0.839 1.452 -1.300  0.245
H -2.871 1.428 -0.005  0.264
H -1.991 0.788 1.473  0.227
H -1.053 -1.183 -0.156  0.225
H -1.988 -0.426 -1.344  0.208
H -3.195 -2.650 -1.764  0.402
H -4.434 -2.956 -0.613  0.405
H 0.927 3.277 0.555  0.499
N 1.999 -0.828 1.634  -0.840
N 0.463 1.034 0.363  -0.660
N -3.692 -2.318 -0.937  -0.826
O 1.929 0.983 -1.362  -0.626
O 3.017 -2.250 -0.579  -0.738
O -1.980 3.650 -0.368  -0.569
O -3.855 -1.439 1.096  -0.613
O 0.188 3.833 0.216  -0.669

HOMO-LUMO gap = 10.104 eV
Total charge = 0
Relative energy (zero: lowest compared OMol25 entry of this formula, charge and spin) = 99.9 kJ/mol
Total energy = -23247.6278 eV
Structure (SMILES) = NC(=O)CC[C@H](NC(=O)[C@@H](N)CO)C(=O)O

Q: The lowest HOMO-LUMO gap belongs to which entry?
A: C22H23F3N3O5S

Q: Which formula does entry 4 have?
A: C5H8O3